1.
The following is a quantum chemistry calculation of C33H52F2N4OPRh as an isolated structure, from the Open Molecules 2025 dataset.

* highest occupied orbital energy (alpha / beta): -14.3 / -14.4 eV
* expectation value of S²: 6.0116
* Kohn-Sham gap (alpha / beta): 8.94 / 5.96 eV
* lowest unoccupied orbital energy (alpha / beta): -5.31 / -8.43 eV

Structure (ORCA input):
```
! wB97M-V def2-TZVPD RIJCOSX def2/J DEFGRID3
* xyz 2 5
Rh 2.143 -1.482 1.016
N 1.919 0.095 2.695
C 1.026 -0.392 3.768
C 1.535 -1.731 4.261
N 1.643 -2.690 3.150
C 0.498 -3.600 2.948
C -0.266 -3.209 1.698
N 0.694 -3.112 0.583
H 1.585 0.982 2.329
H 2.846 0.262 3.079
H 0.975 0.312 4.599
H 0.023 -0.499 3.352
H 2.525 -1.600 4.704
H 0.870 -2.099 5.044
H 2.475 -3.244 3.288
H 0.876 -4.616 2.823
H -0.170 -3.602 3.810
H -1.055 -3.937 1.499
H -0.734 -2.231 1.817
H 1.140 -4.011 0.421
H 0.241 -2.804 -0.275
F 6.109 -2.429 4.466
C 5.693 -1.767 3.392
C 4.777 -2.372 2.549
C 4.301 -1.634 1.477
C 4.818 -0.376 1.146
C 5.743 0.174 2.027
F 6.216 1.400 1.805
C 6.175 -0.489 3.162
C 4.379 0.231 -0.128
C 5.106 1.144 -0.869
C 4.636 1.508 -2.125
C 3.477 0.934 -2.613
C 2.778 0.060 -1.797
N 3.208 -0.258 -0.578
H 4.493 -3.400 2.741
H 6.896 -0.037 3.831
H 6.031 1.551 -0.491
H 5.189 2.224 -2.720
H 3.111 1.164 -3.604
H 1.849 -0.396 -2.110
O 0.153 -0.689 -0.531
P -1.225 -0.169 -0.954
C -2.153 0.305 0.547
C -1.268 1.206 1.419
C -2.006 1.525 2.718
C -3.268 2.369 2.438
C -3.707 2.302 0.968
C -3.583 0.892 0.384
C -0.989 1.210 -2.134
C -2.218 2.072 -2.460
C -1.799 3.245 -3.347
C -0.840 4.203 -2.611
C -0.178 3.530 -1.405
C 0.230 2.094 -1.732
C -2.085 -1.617 -1.690
C -3.611 -1.770 -1.579
C -4.394 -1.090 -2.696
C -3.901 -1.568 -4.061
C -2.411 -1.268 -4.221
C -1.582 -1.929 -3.117
H -2.222 -0.668 1.054
H -1.036 2.138 0.898
H -0.323 0.695 1.597
H -1.348 2.056 3.411
H -2.286 0.584 3.203
H -3.081 3.412 2.696
H -4.082 2.027 3.077
H -3.118 3.008 0.376
H -4.745 2.623 0.889
H -3.884 0.906 -0.662
H -4.294 0.246 0.902
H -0.724 0.656 -3.041
H -2.676 2.465 -1.553
H -2.971 1.482 -2.977
H -2.688 3.784 -3.674
H -1.325 2.849 -4.250
H -1.378 5.090 -2.273
H -0.070 4.552 -3.301
H -0.873 3.538 -0.560
H 0.699 4.099 -1.094
H 0.767 1.649 -0.894
H 0.929 2.128 -2.571
H -1.653 -2.377 -1.024
H -3.966 -1.439 -0.602
H -3.817 -2.843 -1.637
H -4.293 -0.004 -2.634
H -5.454 -1.319 -2.577
H -4.465 -1.082 -4.857
H -4.071 -2.645 -4.152
H -2.268 -0.184 -4.222
H -2.057 -1.632 -5.187
H -0.527 -1.655 -3.215
H -1.638 -3.013 -3.256
*
```

***

2.
The following is a quantum chemistry calculation of C5H7NO as an isolated structure in a non-equilibrium geometry, from the Open Molecules 2025 dataset.

* highest occupied orbital energy: -8.4 eV
* Kohn-Sham gap: 8.08 eV
* lowest unoccupied orbital energy: -0.34 eV

Structure (ORCA input):
```
! wB97M-V def2-TZVPD RIJCOSX def2/J DEFGRID3
* xyz 0 1
N -1.873 -1.699 -0.393
C -0.849 -0.939 -0.417
O 0.230 -1.141 -1.234
C 1.362 -0.428 -0.760
C 0.965 0.965 -0.347
C 0.089 1.748 -1.056
C -0.652 0.110 0.568
H -1.691 -2.570 -0.896
H 2.102 -0.465 -1.564
H 1.764 -0.915 0.134
H 1.675 1.468 0.315
H -0.460 1.376 -1.911
H 0.029 2.818 -0.849
H -1.619 0.554 0.858
*
```

***

Energy above the lowest of the compared OMol25 structures with the same formula, charge and spin, record by record: 19.37; 108.98 kcal/mol